[1]
Here is 4 unconnected molecules or ions with the total composition C2H6O2S from the Open Molecules 2025 dataset. Energies are from wB97M-V/def2-TZVPD.

Calculated values
Gap between HOMO and LUMO   9.3 eV
Relative energy (zero: lowest compared OMol25 entry of this formula, charge and spin)   270.7 kJ/mol

Element x y z (Å)
1 C -0.32028 -2.09257 0.23234
2 C -1.30274 -1.23693 0.24459
3 O 3.68586 0.00994 1.16575
4 O 3.26232 -0.98316 -1.02237
5 S 2.97812 0.05466 -0.10750
6 H -0.36031 -2.80134 1.04073
7 H 0.31273 -2.19821 -0.64676
8 H 0.92540 4.11755 0.27718
9 H -2.19326 -1.28890 0.83501
10 H -1.33313 -0.39271 -0.59374
11 H 1.02013 3.55069 -0.33177

---

[2]
Here is a molecular structure, C2H6O2S from the Open Molecules 2025 dataset. Energies are from wB97M-V/def2-TZVPD.

Calculated values
Gap between HOMO and LUMO   9.6 eV
Relative energy (zero: lowest compared OMol25 entry of this formula, charge and spin)   388.4 kJ/mol

Element x y z (Å)
1 C 1.32291 -0.17734 0.46196
2 C 0.47101 0.84411 0.68411
3 O -2.37367 -0.45780 0.77260
4 O -2.02742 1.28773 -0.78064
5 S -1.54873 0.05769 -0.23636
6 H 2.10096 -0.05435 -0.25654
7 H 1.19575 -1.12159 0.92363
8 H 0.68560 -1.06177 -1.60288
9 H 0.48404 1.82503 0.36293
10 H -0.37358 0.69558 1.32202
11 H 0.06313 -1.83730 -1.65082

---

[3]
Here is 2 unconnected molecules or ions with the total composition C2H6O2S from the Open Molecules 2025 dataset. Energies are from wB97M-V/def2-TZVPD.

Calculated values
Total charge   +1
Spin multiplicity   2
Gap between HOMO and LUMO (spin up / spin down)   8.5 / 3.8 eV
Relative energy (zero: lowest compared OMol25 entry of this formula, charge and spin)   242.5 kJ/mol

Element x y z (Å)
1 C 1.26331 1.39607 -0.01553
2 S 1.63543 -0.19708 0.69637
3 H 0.18268 1.57238 -0.19100
4 H 1.63426 2.23310 0.75831
5 H 1.77859 1.94630 -0.80886
6 H 2.85090 -0.14089 -0.00047
7 O -3.39088 -1.98428 -0.04202
8 C -2.17307 -1.77193 -0.11587
9 O -1.59332 -0.73159 0.47490
10 H -1.44808 -2.08607 -0.93357
11 H -0.73981 -0.23599 0.17775

---

[4]
Here is 2 unconnected molecules or ions with the total composition C2H6O2Si from the Open Molecules 2025 dataset. Energies are from wB97M-V/def2-TZVPD.

Calculated values
SMILES   C[SiH]=O.C=O
Gap between HOMO and LUMO   9.7 eV
Relative energy (zero: lowest compared OMol25 entry of this formula, charge and spin)   230.4 kJ/mol

Element x y z (Å)
1 C -1.04692 0.31507 0.83394
2 Si -0.74781 1.26823 -0.75583
3 O -1.55223 0.93637 -2.01148
4 H -0.22912 -0.01451 1.47989
5 H -1.63421 1.02260 1.42987
6 H -1.70552 -0.56550 0.83155
7 H 0.24152 2.38322 -0.86086
8 C 1.53429 -1.16829 -0.87847
9 O 1.65659 0.03611 -0.95497
10 H 0.54564 -1.56465 -0.35746
11 H 2.18263 -1.92844 -1.35471

---

[5]
Here is 2 unconnected molecules or ions with the total composition C2H6O3 from the Open Molecules 2025 dataset. Energies are from wB97M-V/def2-TZVPD.

Calculated values
SMILES   O=CO.CO
Gap between HOMO and LUMO   11.3 eV
Relative energy (zero: lowest compared OMol25 entry of this formula, charge and spin)   225.7 kJ/mol

Element x y z (Å)
1 O -0.00680 0.09526 1.72030
2 C -1.02259 -0.47160 1.33593
3 O -1.56961 -0.25703 0.16949
4 H -1.69673 -0.90367 2.00713
5 H -0.67553 -0.15295 -0.23858
6 C 1.68139 0.79462 -1.40880
7 O 0.56668 -0.22586 -1.42545
8 H 1.95994 1.01487 -0.34544
9 H 2.52807 0.42691 -2.03439
10 H 1.22137 1.84351 -1.87516
11 H 0.78793 -1.06573 -0.79102

---

[6]
Here is 2 unconnected molecules or ions with the total composition C2H6O3 from the Open Molecules 2025 dataset. Energies are from wB97M-V/def2-TZVPD.

Calculated values
SMILES   CC(=O)O.O
Gap between HOMO and LUMO   10.9 eV
Relative energy (zero: lowest compared OMol25 entry of this formula, charge and spin)   90.0 kJ/mol

Element x y z (Å)
1 C 0.27749 -1.51194 -0.42260
2 C 0.88117 -0.71878 0.69832
3 O 0.64506 -0.94794 1.84267
4 O 1.40933 0.50211 0.35621
5 H 0.38415 -1.11055 -1.42246
6 H -0.78894 -1.52817 -0.17193
7 H 0.55337 -2.56499 -0.35624
8 H 1.06283 0.79569 -0.48579
9 O -1.23069 2.48217 0.29260
10 H -1.25666 1.63710 -0.18149
11 H -1.93711 2.96531 -0.14929